Record 1
The following is a DFT calculation (ωB97M-V/def2-TZVPD) of a molecular structure, C13H30CdN4O7.

Values from the calculation:
HOMO level (spin up / spin down) ... -6.56 / -6.68 eV
Kohn-Sham gap (spin up / spin down) ... 3.180 / 3.311 eV
ΔE to the lowest compared entry with this formula, charge and spin ... 172.8 kJ/mol

Atoms and positions in Å:
O -0.431 -0.808 -4.668
H 0.261 -0.935 -5.295
Cd -0.605 0.197 -1.527
N -0.315 2.063 0.390
N 1.623 1.527 -1.281
N -1.575 -0.708 0.375
N -0.881 -2.127 -1.901
O -1.159 2.301 1.356
O -1.877 -0.113 1.579
O -0.053 -2.686 -2.627
O 2.664 0.980 -1.670
C 1.679 2.754 -0.631
C 0.664 2.998 0.337
C -1.969 -1.996 0.390
C -1.620 -2.742 -0.808
C 0.656 4.158 1.293
H 0.760 3.777 2.321
H -0.291 4.720 1.243
H 1.481 4.863 1.125
C 2.812 3.675 -0.905
H 2.898 3.919 -1.974
H 3.759 3.214 -0.598
H 2.707 4.619 -0.363
C -2.738 -2.653 1.531
C -2.034 -4.188 -0.943
H -3.217 -1.972 2.224
H -2.141 -3.330 2.136
H -3.530 -3.308 1.186
H -1.511 -4.472 -1.855
H -3.126 -4.220 -1.130
H -1.783 -4.897 -0.113
H -1.626 0.921 1.565
H -0.767 -1.622 -4.239
C -1.876 1.397 -2.455
H -1.331 2.411 -2.464
H -2.736 1.502 -1.755
H -2.189 1.127 -3.626
O -4.006 3.089 0.849
H -4.471 2.420 0.358
H -3.074 2.776 1.051
C 1.184 -0.689 2.997
C 1.881 -0.041 1.827
O 1.436 -0.541 0.557
C 1.817 -1.896 0.290
C 3.282 -2.208 0.513
H 0.099 -0.634 2.872
H 1.445 -0.168 3.924
H 1.492 -1.737 3.088
H 1.698 1.041 1.792
H 2.970 -0.192 1.876
H 1.178 -2.557 0.903
H 1.560 -2.071 -0.761
H 3.552 -2.258 1.575
H 3.464 -3.193 0.075
H 3.915 -1.485 -0.010

Record 2
The following is a DFT calculation (ωB97M-V/def2-TZVPD) of 4 unconnected molecules or ions with the total composition C13H30IO8PS4Si.

Values from the calculation:
HOMO level ... -8.67 eV
SMILES string ... C[Si@@H](I)P(O)(O)=S.O=S1(=O)CCCC1.O=S1(=O)CCCC1.O=S1(=O)CCCC1
Kohn-Sham gap ... 9.057 eV

Atoms and positions in Å:
C -4.384 5.641 -4.135
Si -5.566 4.441 -4.933
I -5.183 2.164 -4.117
P -7.696 5.093 -4.477
O -7.684 6.053 -3.192
O -8.087 6.161 -5.648
S -8.881 3.581 -4.346
H -4.642 5.803 -3.090
H -4.507 6.595 -4.660
H -3.348 5.320 -4.231
H -5.444 4.432 -6.406
H -7.914 6.968 -3.409
H -7.891 5.741 -6.497
C -3.049 1.513 0.733
C -2.666 0.617 -0.453
C -2.152 1.528 -1.570
S -1.475 2.981 -0.762
O -2.283 4.125 -1.118
O -0.045 3.033 -0.923
C -1.888 2.486 0.908
H -3.220 0.934 1.639
H -3.965 2.065 0.508
H -1.870 -0.062 -0.154
H -3.510 0.017 -0.795
H -1.366 1.064 -2.162
H -2.959 1.878 -2.210
H -2.134 3.375 1.485
H -1.009 1.993 1.325
C 2.813 -3.137 0.144
C 1.580 -3.908 -0.346
C 0.346 -3.081 0.037
S 0.891 -1.367 0.070
O 0.779 -0.873 1.422
O 0.281 -0.642 -1.019
C 2.607 -1.694 -0.299
H 3.737 -3.546 -0.257
H 2.873 -3.183 1.228
H 1.624 -4.026 -1.431
H 1.531 -4.905 0.091
H -0.467 -3.168 -0.679
H -0.012 -3.320 1.037
H 3.226 -0.976 0.236
H 2.736 -1.573 -1.374
C 5.912 -3.575 5.543
C 7.202 -3.921 4.786
C 6.792 -4.535 3.442
S 5.195 -3.815 3.036
O 4.198 -4.857 3.026
O 5.338 -2.926 1.910
C 5.018 -2.858 4.537
H 6.108 -2.950 6.414
H 5.424 -4.489 5.889
H 7.781 -3.011 4.616
H 7.830 -4.608 5.351
H 7.484 -4.301 2.637
H 6.650 -5.612 3.509
H 3.966 -2.831 4.812
H 5.377 -1.852 4.323

Record 3
The following is a DFT calculation (ωB97M-V/def2-TZVPD) of 3 unconnected molecules or ions with the total composition C13H32N2O11S3.

Values from the calculation:
HOMO level ... -9.78 eV
SMILES string ... CCCO[C@@]1(N)OS(=O)(=O)O[C@@H]1CCN.CCOS(C)(=O)=O.CCOS(C)(=O)=O
Kohn-Sham gap ... 10.191 eV

Atoms and positions in Å:
C 2.286 2.574 -0.748
C 2.337 1.328 0.138
C 1.126 0.403 0.026
O 0.667 0.207 -1.306
C -0.622 0.558 -1.700
N -0.625 1.527 -2.753
O -1.115 -0.678 -2.315
S -1.863 -1.563 -1.221
O -3.174 -1.882 -1.592
O -1.034 -2.665 -0.961
O -1.830 -0.468 -0.044
C -1.670 0.824 -0.659
C -3.015 1.311 -1.204
C -3.508 2.611 -0.538
N -3.810 3.712 -1.454
H 1.465 2.543 -1.444
H 2.190 3.456 -0.130
H 3.217 2.697 -1.280
H 3.251 0.769 0.021
H 2.335 1.660 1.170
H 0.381 0.734 0.739
H 1.456 -0.563 0.390
H -0.588 2.467 -2.379
H 0.195 1.336 -3.317
H -1.270 1.561 0.021
H -3.019 1.427 -2.278
H -3.734 0.543 -0.969
H -2.775 2.986 0.170
H -4.403 2.421 0.035
H -3.090 3.794 -2.160
H -4.688 3.534 -1.923
O 5.614 1.300 -0.437
S 6.967 1.588 -0.070
O 7.816 2.308 -0.964
O 7.677 0.231 0.355
C 7.611 -0.876 -0.572
C 8.588 -0.728 -1.721
C 7.003 2.359 1.511
H 6.588 -0.994 -0.930
H 7.854 -1.756 0.019
H 8.311 0.098 -2.374
H 8.603 -1.642 -2.315
H 9.592 -0.531 -1.347
H 6.385 1.785 2.195
H 6.604 3.363 1.385
H 8.033 2.403 1.853
O -5.895 -2.359 4.102
S -6.456 -3.334 3.218
O -6.084 -4.708 3.332
O -6.236 -2.850 1.720
C -4.891 -2.501 1.320
C -4.029 -3.713 1.039
C -8.211 -3.209 3.231
H -4.441 -1.857 2.078
H -5.006 -1.911 0.413
H -3.825 -4.278 1.947
H -3.074 -3.399 0.611
H -4.525 -4.384 0.339
H -8.489 -2.166 3.106
H -8.550 -3.581 4.195
H -8.610 -3.821 2.428

Record 4
The following is a DFT calculation (ωB97M-V/def2-TZVPD) of a molecular structure, C13H33AsO7Pb.

Values from the calculation:
Total charge ... +2
HOMO level ... -15.54 eV
Kohn-Sham gap ... 8.053 eV
ΔE to the lowest compared entry with this formula, charge and spin ... 0.0 kJ/mol

Atoms and positions in Å:
Pb -0.293 -0.244 0.471
C 1.367 0.920 3.313
O 1.328 1.046 1.881
C 2.575 1.381 1.306
C 2.316 1.514 -0.168
O 1.590 0.359 -0.678
C 2.410 -0.785 -1.062
C 2.691 -1.699 0.101
O 1.435 -1.970 0.694
C 1.489 -2.773 1.893
H 1.711 1.858 3.748
H 0.354 0.716 3.634
H 2.032 0.105 3.604
H 2.944 2.342 1.681
H 3.333 0.634 1.552
H 1.667 2.359 -0.384
H 3.233 1.625 -0.745
H 1.824 -1.280 -1.833
H 3.329 -0.402 -1.505
H 3.150 -2.616 -0.285
H 3.377 -1.276 0.836
H 1.918 -3.746 1.652
H 2.097 -2.273 2.648
H 0.465 -2.875 2.241
C -0.593 1.998 -1.913
O -1.130 1.707 -0.603
C -1.646 2.879 0.052
C -2.468 2.400 1.217
O -1.722 1.444 1.957
C -2.581 0.823 2.931
H -1.375 2.460 -2.516
H -0.290 1.064 -2.368
H 0.244 2.693 -1.836
H -2.297 3.408 -0.650
H -0.830 3.554 0.323
H -3.408 1.956 0.874
H -2.728 3.265 1.839
H -2.895 1.546 3.685
H -2.028 0.016 3.396
H -3.446 0.385 2.434
C -0.314 -3.311 -3.248
As -1.441 -2.451 -1.969
C -1.728 -3.610 -0.482
C -3.105 -1.971 -2.769
O -0.676 -1.001 -1.503
H -0.780 -4.235 -3.586
H 0.640 -3.541 -2.775
H -0.158 -2.645 -4.094
H -2.228 -4.509 -0.843
H -2.332 -3.093 0.259
H -0.769 -3.877 -0.043
H -3.636 -2.861 -3.100
H -2.910 -1.315 -3.615
H -3.695 -1.445 -2.020
O -1.537 -1.135 1.606

Record 5
The following is a DFT calculation (ωB97M-V/def2-TZVPD) of a molecular structure, C13H33CuN3O6.

Values from the calculation:
Total charge ... +1
HOMO level (spin up / spin down) ... -12.90 / -12.67 eV
Kohn-Sham gap (spin up / spin down) ... 10.631 / 7.574 eV
Spin multiplicity ... 3

Atoms and positions in Å:
Cu 0.796 0.288 -0.287
C 3.406 0.257 0.180
O 2.807 -0.575 -0.498
O 4.610 0.391 0.131
O 2.586 1.040 0.772
C -3.510 1.169 -0.779
C -2.016 1.446 -0.764
C -1.626 2.252 0.511
O -0.252 2.284 0.481
C 0.347 3.358 1.271
N -1.417 0.133 -0.739
H -3.867 0.774 0.172
H -3.882 0.603 -1.633
H -3.875 2.196 -0.760
H -1.744 1.954 -1.689
H -1.973 1.738 1.407
H -2.154 3.205 0.551
H -0.203 4.280 1.083
H 1.411 3.524 1.104
H 0.175 3.127 2.322
H -1.724 -0.353 -1.570
H -1.858 -0.522 -0.109
C -0.319 -0.155 3.365
C 0.411 -1.350 2.803
C 0.062 -2.686 3.434
O -1.361 -2.838 3.511
C -1.661 -4.119 4.086
N 0.263 -1.365 1.338
H -1.387 -0.349 3.260
H -0.175 0.702 2.707
H -0.088 -0.049 4.425
H 1.485 -1.252 2.961
H 0.545 -2.555 4.402
H 0.491 -3.506 2.859
H -1.199 -4.986 3.615
H -2.729 -4.333 4.064
H -1.332 -4.107 5.125
H -0.513 -2.007 1.273
H 1.061 -1.939 1.107
C 1.750 2.016 -4.469
C 1.003 1.188 -3.423
C 1.311 -0.345 -3.372
O 0.517 -1.030 -2.364
C 0.491 -2.458 -2.489
N 1.289 1.792 -2.127
H 1.595 3.094 -4.429
H 1.536 1.778 -5.511
H 2.811 1.792 -4.357
H -0.025 1.484 -3.632
H 2.357 -0.464 -3.089
H 1.128 -0.711 -4.382
H -0.213 -2.814 -3.242
H 0.321 -2.893 -1.504
H 1.433 -2.864 -2.858
H 2.262 2.061 -2.170
H 0.844 2.698 -2.078

For reference, max |F| by record: 0.113, 0.024, 0.040, 0.023, 0.084 Eh/bohr.